Below is 5 unconnected molecules or ions with the total composition C37H83N5O6, with properties calculated with ωB97M-V/def2-TZVPD.

XYZ file:
```
131
Properties=species:S:1:pos:R:3:forces:R:3
C -13.273 -3.831 -0.881 0.311 -0.215 0.867
C -13.233 -4.671 -2.143 0.290 -0.679 0.174
C -14.640 -5.127 -2.568 -0.281 -0.633 0.499
C -12.665 -3.766 -3.204 -0.499 -0.704 -1.539
C -11.186 -3.560 -3.212 -0.030 -0.291 0.195
C -10.390 -4.885 -3.136 -0.316 1.385 0.309
C -10.840 -5.861 -2.062 -1.711 0.029 0.246
C -10.166 -7.204 -2.418 -1.492 0.447 0.062
C -10.360 -5.551 -0.680 1.805 1.537 1.053
N -12.343 -5.852 -2.024 0.012 -1.768 -1.333
O -12.812 -6.830 -1.045 0.402 1.257 -0.618
H -12.299 -3.354 -0.771 -0.124 0.534 -0.146
H -14.089 -3.111 -0.932 0.181 0.147 0.140
H -13.328 -4.397 0.049 -0.567 -0.331 -0.126
H -15.028 -5.863 -1.864 -0.146 0.405 0.559
H -15.320 -4.278 -2.633 -0.001 0.028 0.167
H -14.759 -5.699 -3.488 0.818 0.361 -0.478
H -12.835 -4.197 -4.190 -0.513 -0.444 -0.103
H -13.206 -2.821 -3.257 -0.023 0.119 0.396
H -11.078 -3.114 -4.201 0.977 0.441 0.266
H -10.927 -2.879 -2.401 0.492 0.124 -0.170
H -9.382 -4.574 -2.860 0.324 -0.389 -0.426
H -10.402 -5.396 -4.099 0.056 0.151 -0.056
H -9.112 -7.011 -2.216 0.044 -0.462 -0.343
H -10.383 -7.463 -3.455 0.278 -0.205 0.015
H -10.572 -7.957 -1.743 0.323 -0.197 -0.052
H -9.726 -4.666 -0.743 0.145 0.401 0.059
H -9.632 -6.292 -0.350 -0.470 -0.213 0.531
H -11.079 -5.273 0.090 -0.193 -0.647 -0.220
H -13.169 -7.503 -1.630 -0.091 -0.185 0.073
C -2.113 -2.320 2.324 1.649 -2.723 0.117
C -1.773 -1.758 0.929 -1.631 0.259 -0.088
C -1.952 -2.856 -0.204 -0.222 0.476 1.411
C -2.830 -0.654 0.635 -1.142 -0.608 -0.095
C -2.677 0.570 1.475 2.253 0.833 -0.257
C -1.305 1.142 1.120 0.905 -0.807 0.013
C -0.120 0.136 1.397 -0.956 0.010 2.088
C 1.248 0.687 0.930 -1.593 -2.355 -0.529
C -0.003 -0.033 2.948 -0.174 0.993 0.142
N -0.453 -1.214 0.747 0.996 2.564 -0.257
O 0.560 -2.158 1.094 -0.452 0.134 -0.042
H -2.714 -3.214 2.156 -1.229 0.565 0.285
H -1.282 -2.927 2.683 1.003 0.132 -0.279
H -2.274 -1.807 3.272 -0.858 0.808 -0.758
H -2.935 -3.320 -0.132 -0.080 0.019 0.129
H -1.900 -2.389 -1.188 0.368 -0.018 0.098
H -1.212 -3.643 -0.057 0.068 0.045 -0.255
H -2.881 -0.530 -0.446 0.029 0.589 0.002
H -3.815 -0.965 0.984 -0.117 -1.118 -0.545
H -3.336 1.429 1.349 -0.750 -0.627 -0.146
H -2.691 0.214 2.505 -0.218 0.451 0.141
H -1.165 2.103 1.614 0.518 -0.068 0.183
H -1.306 1.337 0.048 0.007 0.142 -0.181
H 1.859 -0.199 1.104 0.743 0.411 0.049
H 1.586 1.545 1.512 -0.178 0.021 -0.560
H 1.092 0.723 -0.148 0.742 0.962 -0.173
H -0.962 0.121 3.442 -0.143 -0.842 0.010
H 0.519 0.822 3.378 0.471 0.196 -0.296
H 0.549 -0.903 3.301 -0.358 -0.199 -0.253
H 0.864 -2.385 0.212 0.350 -0.243 0.042
C 8.284 4.441 7.586 0.001 -0.529 0.323
C 8.518 5.746 6.876 1.046 1.238 -0.837
C 8.887 5.447 5.383 0.340 0.756 0.351
C 7.217 6.623 6.917 -1.019 -1.542 -1.249
C 7.340 8.063 6.653 2.966 0.859 1.420
C 8.399 8.586 7.676 0.760 -0.040 -2.593
C 9.898 8.007 7.543 -2.616 -0.354 2.830
C 10.775 8.506 6.382 -1.319 -1.119 -0.223
C 10.468 8.325 9.018 1.663 -1.169 -1.033
N 9.613 6.520 7.580 -0.394 -0.208 0.305
O 10.778 5.701 7.657 0.029 0.478 -0.457
H 8.377 4.649 8.652 -0.627 -0.392 0.180
H 7.340 4.010 7.252 -0.500 0.387 0.533
H 8.943 3.608 7.341 0.702 0.477 -0.100
H 9.675 4.740 5.126 0.094 -0.377 0.977
H 8.014 5.085 4.839 -0.083 0.533 -0.210
H 9.341 6.380 5.050 -0.686 0.177 -0.812
H 6.643 6.309 6.044 -0.430 -0.889 0.214
H 6.562 6.501 7.780 0.441 -0.548 0.361
H 7.741 8.193 5.648 -0.570 0.602 -0.211
H 6.489 8.663 6.976 -0.474 -0.303 -1.002
H 7.930 8.311 8.620 0.677 0.649 0.409
H 8.435 9.632 7.371 0.254 0.464 1.179
H 11.489 7.710 6.171 0.717 0.476 0.411
H 11.151 9.526 6.461 0.248 -0.305 0.285
H 10.168 8.446 5.479 -0.285 0.388 -0.158
H 10.683 9.320 9.407 -0.849 0.511 -0.702
H 11.484 7.930 9.018 0.300 -0.340 -0.044
H 9.984 7.739 9.799 -0.520 0.137 -0.301
H 10.716 5.319 8.536 0.134 -0.021 0.154
C 1.181 -10.586 -3.227 -0.468 1.102 0.324
O 2.092 -9.935 -2.350 0.833 0.252 -0.659
C 2.768 -8.704 -2.731 1.780 -1.050 0.527
C 4.160 -8.910 -3.576 -1.151 -0.408 0.886
C 5.389 -8.184 -2.916 -0.685 -0.744 0.311
N 3.899 -8.566 -4.949 -0.292 0.876 -1.518
H 0.230 -10.075 -3.077 -0.370 -0.014 -0.391
H 1.009 -11.617 -2.919 0.501 0.024 0.070
H 1.436 -10.538 -4.286 0.277 -0.082 -0.028
H 2.162 -7.926 -3.196 -0.401 -0.306 -0.342
H 3.029 -8.340 -1.737 0.182 0.252 -0.126
H 4.295 -9.991 -3.614 0.436 -0.195 1.025
H 5.528 -8.666 -1.948 -0.297 0.231 0.367
H 5.261 -7.111 -2.773 -0.365 -0.040 -0.035
H 6.393 -8.304 -3.324 -0.326 -0.249 -0.945
H 2.951 -8.780 -5.222 -0.406 0.285 0.396
H 4.390 -9.154 -5.607 0.752 0.067 0.138
C 3.719 0.835 -5.827 0.342 -0.365 -0.354
O 4.235 2.158 -5.916 -2.203 -0.076 0.749
C 3.097 2.931 -6.400 1.584 0.918 -0.150
C 3.315 4.422 -6.209 -0.781 1.379 0.143
N 3.180 4.988 -4.824 0.343 -1.013 -0.629
C 3.303 6.464 -4.721 -0.623 -1.519 -0.045
C 1.914 7.126 -4.963 0.920 -3.213 0.083
O 2.026 8.413 -4.679 -1.112 4.320 0.078
C 0.839 9.111 -5.074 0.708 1.648 -0.398
H 3.527 0.419 -6.815 0.540 -0.127 -0.485
H 2.706 0.783 -5.427 0.145 0.228 0.871
H 4.421 0.203 -5.284 -0.132 0.088 -0.010
H 2.123 2.684 -5.979 0.208 -0.495 0.370
H 3.123 2.688 -7.462 -0.637 0.383 -0.314
H 2.526 4.941 -6.753 -0.363 -0.276 -0.275
H 4.188 4.754 -6.770 0.721 -0.068 0.358
H 3.889 4.537 -4.262 0.053 0.103 0.234
H 4.146 6.762 -5.344 -0.368 0.760 -0.543
H 3.623 6.709 -3.709 -0.236 -0.049 0.128
H 1.170 6.746 -4.263 0.021 -1.071 0.074
H 1.518 6.945 -5.962 0.155 -0.131 -0.462
H 0.891 10.129 -4.687 0.215 -0.094 0.324
H -0.161 8.759 -4.822 0.313 -0.946 0.596
H 0.818 9.271 -6.152 0.187 -0.385 -0.341
```
Forces are in eV/Å.

Summary:
- Total energy: -59439.31357 eV
- Kohn-Sham gap: 8.81 eV
- F_max: 4.462 eV Å⁻¹
- SMILES: CC1(C)CCCC(C)(C)N1O.CC1(C)CCCC(C)(C)N1O.CC1(C)CCCC(C)(C)N1O.COC[C@H](C)N.COCCNCCOC
- Energy relative to the best compared isomer or geometry (same formula, charge and spin): 153.3 kcal per mole
- LUMO energy: 0.632 eV
- Charge: 0


Below is 5 unconnected molecules or ions with the total composition C37H83N5O7PS2Si, with properties calculated with ωB97M-V/def2-TZVPD.

XYZ file:
```
136
Properties=species:S:1:pos:R:3:forces:R:3
C 3.524 -1.292 -1.882 -0.196 -0.230 0.318
C 2.017 -1.080 -2.022 -0.130 0.413 -0.449
C 1.655 0.294 -2.607 0.407 0.201 0.183
C 1.737 1.386 -1.535 0.197 -0.283 -0.628
N 1.729 2.732 -2.160 -0.152 0.090 1.504
C 0.480 3.511 -1.900 -0.078 0.180 -0.737
C -0.813 2.738 -2.193 -0.514 0.178 0.232
C -1.844 2.768 -1.029 0.567 0.362 -0.027
C -3.120 3.593 -1.300 0.327 -0.657 -0.264
C -4.451 2.829 -1.557 -0.838 1.200 0.950
C -5.557 3.723 -0.909 -0.033 -0.085 -0.412
C -6.947 3.449 -1.476 0.289 0.498 -0.023
C -8.067 4.185 -0.739 0.121 -0.131 0.168
C -8.563 3.515 0.553 -0.338 -0.179 -0.085
C -8.727 1.996 0.468 -0.126 0.216 0.232
C -9.832 1.550 -0.479 -0.152 -0.267 -0.009
C -10.038 0.037 -0.455 -0.299 0.096 0.108
O -11.105 -0.301 0.448 0.102 -0.022 0.046
C -10.761 -1.285 1.391 0.139 -0.091 0.159
C -4.581 1.454 -0.878 0.491 -0.556 -0.104
O -4.312 0.459 -1.821 -0.141 0.217 0.336
P -4.198 1.054 -3.469 0.592 -0.515 -1.380
Si -6.247 0.334 -4.148 -0.133 0.336 0.589
C -6.950 -1.031 -3.023 -0.294 0.010 -0.464
C -7.580 1.690 -4.320 -0.167 -0.507 -0.363
C -6.047 -0.443 -5.861 -0.205 -0.164 0.164
O -4.723 2.664 -2.916 0.291 -0.404 0.329
C 2.820 3.537 -1.767 0.063 -0.070 -0.540
S 3.633 4.424 -2.870 0.064 0.101 0.022
S 3.437 3.689 -0.121 -0.149 0.020 -0.055
C 2.278 3.021 1.108 -0.037 -0.324 0.473
C 2.918 2.006 2.064 -0.552 -0.268 0.028
C 3.268 0.645 1.470 0.049 0.337 -0.075
H 3.950 -0.705 -1.065 0.029 0.063 -0.091
H 3.712 -2.343 -1.648 0.141 0.028 -0.003
H 4.044 -1.044 -2.808 0.008 0.013 -0.026
H 1.518 -1.182 -1.056 0.013 -0.243 0.011
H 1.621 -1.846 -2.692 -0.068 -0.075 0.126
H 2.399 0.576 -3.359 -0.077 -0.096 -0.132
H 0.690 0.292 -3.112 -0.074 -0.060 0.117
H 0.952 1.264 -0.785 -0.092 0.000 -0.090
H 2.698 1.234 -1.041 -0.095 0.173 0.098
H 0.478 3.927 -0.886 0.005 -0.222 0.138
H 0.524 4.377 -2.564 0.136 -0.005 0.025
H -0.630 1.708 -2.481 0.169 0.041 0.001
H -1.291 3.198 -3.057 0.062 -0.134 -0.127
H -2.063 1.749 -0.714 -0.171 -0.007 -0.102
H -1.332 3.239 -0.181 -0.064 -0.126 0.098
H -3.257 4.307 -0.485 -0.099 -0.110 0.130
H -2.952 4.190 -2.200 -0.104 0.084 0.005
H -5.522 3.574 0.178 0.001 -0.041 0.017
H -5.335 4.783 -1.082 0.069 -0.007 -0.003
H -6.931 3.805 -2.505 -0.007 -0.142 -0.042
H -7.116 2.375 -1.534 -0.131 0.000 -0.037
H -7.719 5.189 -0.474 -0.009 0.044 -0.117
H -8.900 4.335 -1.432 -0.106 -0.121 0.086
H -9.550 3.930 0.792 0.057 0.076 0.081
H -7.930 3.754 1.411 0.198 0.032 -0.138
H -7.782 1.526 0.190 0.007 -0.044 0.011
H -8.977 1.628 1.470 0.031 -0.057 -0.017
H -10.782 1.988 -0.160 0.006 0.104 -0.089
H -9.659 1.880 -1.506 0.185 0.044 0.038
H -10.321 -0.340 -1.440 0.110 -0.034 -0.026
H -9.124 -0.466 -0.128 0.075 -0.028 -0.151
H -11.670 -1.704 1.824 -0.089 0.102 -0.099
H -10.191 -2.105 0.941 -0.036 -0.013 -0.038
H -10.163 -0.868 2.212 0.046 0.018 -0.060
H -3.899 1.335 -0.023 0.057 0.242 -0.034
H -5.579 1.339 -0.430 -0.159 -0.030 -0.282
H -2.815 1.419 -3.283 -0.103 0.186 0.421
H -3.717 -0.279 -3.877 -0.140 0.078 -0.055
H -4.045 1.542 -4.861 -0.089 0.000 0.135
H -7.956 -1.321 -3.353 -0.007 -0.009 0.078
H -6.999 -0.715 -1.981 0.080 0.009 0.032
H -6.319 -1.920 -3.101 0.073 0.026 0.157
H -8.227 1.430 -5.167 -0.055 0.067 0.038
H -7.147 2.669 -4.516 0.047 0.023 0.104
H -8.214 1.728 -3.432 0.050 0.151 0.027
H -6.998 -0.870 -6.200 -0.030 0.039 0.054
H -5.336 -1.269 -5.791 0.147 0.103 -0.159
H -5.727 0.279 -6.612 0.174 -0.021 0.023
H 1.393 2.573 0.667 0.101 0.124 -0.225
H 1.935 3.858 1.720 0.016 0.184 -0.232
H 2.144 1.827 2.820 0.103 0.090 0.119
H 3.767 2.443 2.595 0.083 0.023 -0.104
H 3.460 -0.067 2.270 0.208 -0.049 -0.079
H 2.435 0.241 0.893 -0.021 0.018 0.090
H 4.134 0.724 0.809 0.042 -0.182 0.086
C 3.963 -3.323 4.125 -0.098 0.052 -0.220
C 2.727 -2.467 4.228 -0.084 0.055 0.086
O 2.132 -2.027 3.259 0.078 -0.017 -0.045
N 2.279 -2.197 5.488 0.120 -0.032 0.009
C 2.835 -2.642 6.752 -0.226 0.174 -0.102
H 4.209 -3.468 3.076 -0.081 0.084 -0.021
H 4.805 -2.840 4.621 0.029 -0.083 0.063
H 3.790 -4.291 4.590 0.147 -0.016 0.078
H 1.453 -1.620 5.505 -0.015 -0.017 0.000
H 2.096 -3.227 7.303 0.069 -0.047 0.048
H 3.120 -1.781 7.362 0.059 -0.053 0.042
H 3.710 -3.263 6.591 0.000 -0.046 -0.018
C 6.354 -7.355 6.988 -0.014 0.027 -0.010
C 5.685 -6.688 5.806 -0.025 0.005 0.098
O 4.843 -5.815 5.962 -0.005 -0.015 0.065
N 6.051 -7.094 4.567 0.051 -0.066 0.050
C 7.019 -8.114 4.210 -0.190 0.204 -0.189
H 5.953 -6.920 7.898 -0.043 0.042 -0.037
H 6.154 -8.427 6.991 0.078 -0.017 -0.001
H 7.432 -7.193 6.965 0.012 -0.082 -0.003
H 5.579 -6.610 3.818 0.014 0.001 -0.011
H 7.816 -7.678 3.606 0.056 -0.066 0.015
H 6.536 -8.900 3.628 0.066 -0.052 0.021
H 7.454 -8.558 5.098 0.012 -0.002 0.043
C 6.637 2.534 0.049 0.253 -0.099 0.012
C 7.615 1.593 0.708 -0.183 -0.135 -0.028
O 7.293 0.461 1.037 0.131 0.001 -0.021
N 8.881 2.044 0.926 -0.036 0.062 -0.042
C 9.429 3.345 0.601 0.105 -0.226 0.123
H 5.688 2.026 -0.057 -0.007 -0.049 0.015
H 6.489 3.428 0.655 -0.010 0.051 -0.081
H 6.988 2.828 -0.941 -0.038 0.104 0.032
H 9.481 1.367 1.369 -0.002 0.009 0.009
H 10.272 3.240 -0.085 -0.013 0.092 -0.034
H 9.780 3.844 1.506 -0.011 0.088 -0.042
H 8.676 3.969 0.131 -0.009 -0.010 0.001
C 6.961 -2.904 -0.155 -0.007 -0.038 0.058
C 7.512 -4.161 -0.776 -0.059 -0.097 0.048
O 7.286 -5.273 -0.323 0.038 0.022 0.024
N 8.288 -4.016 -1.885 0.001 0.102 0.034
C 8.659 -2.788 -2.561 0.043 -0.286 -0.049
H 6.363 -3.171 0.710 0.001 -0.062 -0.014
H 7.765 -2.242 0.169 -0.077 0.108 -0.042
H 6.328 -2.370 -0.865 0.030 0.104 0.028
H 8.626 -4.889 -2.258 -0.011 -0.001 -0.012
H 8.302 -2.803 -3.593 -0.001 0.100 -0.002
H 9.745 -2.676 -2.572 -0.010 0.096 -0.009
H 8.226 -1.930 -2.058 -0.009 0.000 0.014
```
Forces are in eV/Å.

Summary:
- Total energy: -100336.26961 eV
- Kohn-Sham gap: 5.02 eV
- F_max: 1.745 eV Å⁻¹
- LUMO energy: 1.702 eV
- Charge: -1